# C5H8ClN3O6Pd

C5H8ClN3O6Pd as an isolated structure (wB97M-V/def2-TZVPD, the OMol25 dataset).

Computed properties:
LUMO (alpha / beta)	-0.07 / -1.31	eV
spin multiplicity	3
frontier orbital gap (alpha / beta)	8.74 / 7.37	eV
max |F|	0.4	eV/Å

Last column: Mulliken spin population.
Atoms and positions in Å:
Pd 0.13 -0.10 -0.56  1.145
C -4.04 0.60 0.71  0.002
C -2.68 0.11 0.31  -0.014
N -1.67 0.87 0.09  0.073
O -1.76 2.24 0.12  -0.002
C -2.49 -1.32 0.14  -0.002
C -3.50 -2.36 0.51  0.015
N -1.34 -1.72 -0.34  0.332
O -1.01 -2.88 -0.55  0.282
H -4.13 1.68 0.80  0.000
H -4.29 0.18 1.69  0.000
H -4.79 0.26 0.00  0.001
H -2.70 2.49 0.13  0.004
H -4.50 -1.96 0.60  0.001
H -3.24 -2.84 1.46  -0.005
H -3.50 -3.15 -0.24  -0.002
N 0.02 -0.22 -3.78  -0.012
C -0.01 -0.03 -2.64  0.095
H 0.05 -0.39 -4.76  0.001
O 1.24 -0.47 1.56  0.041
Cl 2.47 -0.14 0.83  -0.008
O 3.61 -0.44 1.60  0.008
O 2.41 1.25 0.46  0.006
O 2.42 -0.94 -0.39  0.039

# C5H8ClNO2

C5H8ClNO2 in the gas phase in a non-equilibrium geometry (wB97M-V/def2-TZVPD, the OMol25 dataset).

Computed properties:
LUMO	0.61	eV
SMILES	CC1(C)COC(=O)N1Cl
spin multiplicity	1
frontier orbital gap	10.81	eV
max |F|	5.3	eV/Å

Last column: natural (NBO) charge in e.
Atoms and positions in Å:
C -1.05 -1.18 -0.81  -0.664
C -0.29 -0.23 0.00  0.134
C -0.26 -0.29 1.53  -0.681
C -0.62 1.21 -0.40  -0.090
O 0.63 1.87 -0.13  -0.486
C 1.66 1.02 -0.37  0.848
O 2.82 1.26 -0.03  -0.578
N 1.13 -0.18 -0.69  -0.480
Cl 2.19 -1.34 -0.08  0.186
H -0.71 -1.21 -1.90  0.241
H -0.73 -2.06 -0.26  0.229
H -2.15 -1.09 -0.94  0.235
H 0.82 -0.99 1.57  0.235
H -1.24 -0.58 1.88  0.243
H 0.13 0.77 1.81  0.241
H -0.94 1.17 -1.36  0.178
H -1.39 1.84 0.17  0.209

# C5H8ClO2S

An isolated ion of composition C5H8ClO2S and charge -1 in a non-equilibrium geometry (wB97M-V/def2-TZVPD, the OMol25 dataset).

Computed properties:
LUMO	3.35	eV
SMILES	CC(C)(S)[C@H](Cl)C(=O)[O-]
total charge	-1
spin multiplicity	1
frontier orbital gap	8.13	eV
max |F|	4.0	eV/Å

Last column: natural (NBO) charge in e.
Atoms and positions in Å:
C -1.68 -0.79 -0.66  -0.630
C -0.50 0.00 -0.08  -0.094
C -0.34 -0.11 1.43  -0.661
S -0.84 1.83 -0.34  -0.196
C 0.82 -0.16 -0.90  -0.381
Cl 1.32 -1.77 -1.20  -0.033
C 1.94 0.53 -0.03  0.749
O 2.24 1.70 -0.27  -0.740
O 2.47 -0.28 0.82  -0.772
H -2.13 -0.40 -1.53  0.213
H -2.43 -0.61 0.27  0.195
H -1.36 -1.85 -0.83  0.226
H 0.55 0.51 1.73  0.264
H -0.05 -1.13 1.80  0.212
H -1.27 -0.06 1.95  0.201
H 0.51 2.15 -0.26  0.216
H 0.74 0.43 -1.91  0.231

# C5H8ClOP

C5H8ClOP in the gas phase in a non-equilibrium geometry (wB97M-V/def2-TZVPD, the OMol25 dataset).

Computed properties:
LUMO (alpha / beta)	-0.13 / -0.13	eV
spin multiplicity	1
frontier orbital gap (alpha / beta)	8.18 / 8.18	eV
max |F|	3.9	eV/Å

Last column: natural (NBO) charge in e.
Atoms and positions in Å:
C -0.26 0.01 -0.72  -0.361
C -1.36 0.45 0.06  -0.329
C 1.02 0.70 -1.16  -0.413
C 1.07 -0.50 -0.12  -0.200
C 1.69 -0.22 1.18  -0.623
O -3.92 -1.80 0.42  -1.013
P -3.47 -0.52 0.98  1.342
Cl -3.01 0.82 -0.97  -0.130
H -0.53 -0.76 -1.47  0.242
H -1.28 1.42 0.57  0.189
H 1.47 0.50 -2.20  0.229
H 1.13 1.69 -0.67  0.208
H 1.58 -1.44 -0.52  0.221
H 1.83 0.95 1.35  0.203
H 2.77 -0.54 1.30  0.221
H 1.27 -0.78 1.97  0.215

# C5H8CoO4

C5H8CoO4 as an isolated structure in a non-equilibrium geometry (wB97M-V/def2-TZVPD, the OMol25 dataset).

Computed properties:
LUMO (alpha / beta)	-0.15 / -1.56	eV
spin multiplicity	6
frontier orbital gap (alpha / beta)	5.38 / 7.93	eV
max |F|	1.8	eV/Å

Last column: Mulliken spin population.
Atoms and positions in Å:
O 2.03 0.53 0.59  0.253
C 2.12 1.74 -0.66  1.391
O 2.03 2.86 -0.19  0.313
C -2.31 0.81 0.06  0.003
O -1.46 1.91 0.01  0.121
C -1.57 -0.46 -0.37  -0.001
O -0.37 -0.52 0.39  0.021
C 0.67 -1.30 -0.16  -0.017
C 1.97 -0.87 0.50  0.033
Co 0.24 1.51 0.84  2.847
H -3.18 0.92 -0.61  0.007
H -2.72 0.64 1.08  0.000
H -1.31 -0.38 -1.44  0.001
H -2.18 -1.36 -0.21  0.003
H 0.72 -1.12 -1.25  0.009
H 0.48 -2.38 -0.01  0.004
H 2.82 -1.26 -0.09  0.002
H 2.02 -1.27 1.52  0.011

# C5H8CsLiO3

C5H8CsLiO3 as an isolated structure in a non-equilibrium geometry (wB97M-V/def2-TZVPD, the OMol25 dataset).

Computed properties:
LUMO	-5.95	eV
total charge	+2
spin multiplicity	1
frontier orbital gap	11.24	eV
max |F|	1.2	eV/Å

Last column: natural (NBO) charge in e.
Atoms and positions in Å:
C -0.06 3.41 -2.56  -0.275
C 1.08 3.48 -2.97  -0.257
H 1.38 -2.69 -1.59  0.527
H -1.05 3.42 -2.14  0.276
H 2.07 3.53 -3.40  0.281
Li 0.99 1.32 -1.75  0.956
O 0.00 -1.38 0.73  -0.492
Cs 0.20 -5.37 1.76  0.999
O 1.00 -2.62 -0.70  -0.669
C 0.68 -1.37 -0.39  1.042
O 0.91 -0.41 -1.09  -0.778
C -0.55 -0.13 1.24  -0.072
C -1.29 -0.46 2.51  -0.637
H 0.29 0.55 1.40  0.198
H -1.21 0.27 0.46  0.194
H -0.61 -0.89 3.25  0.226
H -1.71 0.47 2.92  0.256
H -2.12 -1.15 2.31  0.226

# C5H8CuFO4

C5H8CuFO4 as an isolated structure in a non-equilibrium geometry (wB97M-V/def2-TZVPD, the OMol25 dataset).

Computed properties:
LUMO	-1.13	eV
spin multiplicity	1
frontier orbital gap	7.46	eV
max |F|	6.4	eV/Å

Last column: natural (NBO) charge in e.
Atoms and positions in Å:
O 0.54 1.60 1.09  -0.937
C -0.38 1.69 2.02  0.401
C -1.38 0.55 1.86  -0.038
O -1.07 -1.55 1.17  -0.642
C -0.48 -0.85 0.29  1.002
O 0.63 -1.34 -0.24  -0.490
O -1.13 0.27 0.11  -0.658
C 0.63 -1.62 -1.64  -0.068
H -2.45 0.73 1.92  0.217
F -1.19 2.91 1.87  -0.450
H 0.00 1.77 3.06  0.134
H -1.29 0.05 2.84  0.225
H 0.95 -2.66 -1.72  0.199
H -0.38 -1.51 -2.06  0.184
C 1.62 -0.70 -2.34  -0.626
H 1.82 -1.11 -3.35  0.219
H 1.22 0.31 -2.46  0.191
H 2.57 -0.66 -1.80  0.232
Cu -0.24 2.12 -0.64  0.906

# C5H8F2

A 2-piece molecular cluster, C5H8F2 overall in a non-equilibrium geometry (wB97M-V/def2-TZVPD, the OMol25 dataset).

Computed properties:
LUMO	0.19	eV
spin multiplicity	1
frontier orbital gap	9.27	eV
max |F|	2.6	eV/Å

Last column: natural (NBO) charge in e.
Atoms and positions in Å:
C 0.78 -1.87 0.57  -0.456
C 1.65 -1.02 -0.31  -0.460
C 0.44 -1.60 -0.89  0.185
C -1.44 2.17 0.02  -0.860
C -0.44 2.09 1.13  0.408
F -0.76 -0.84 -1.06  -0.375
F -0.99 2.54 2.24  -0.333
H 1.00 -2.95 0.72  0.222
H 0.04 -1.36 1.15  0.236
H 1.76 0.07 -0.19  0.249
H 0.54 -2.44 -1.61  0.178
H -1.37 3.18 -0.55  0.275
H -2.55 2.10 0.35  0.233
H -1.18 1.37 -0.83  0.277
H 2.53 -1.44 -0.74  0.221

# C5H8F2Si

C5H8F2Si in the gas phase in a non-equilibrium geometry (wB97M-V/def2-TZVPD, the OMol25 dataset).

Computed properties:
LUMO	0.65	eV
spin multiplicity	1
frontier orbital gap	10.07	eV
max |F|	4.6	eV/Å

Last column: natural (NBO) charge in e.
Atoms and positions in Å:
C 0.84 -0.45 0.85  -0.296
C 0.47 0.74 0.43  0.153
C 0.43 -1.75 0.26  -0.883
C -0.95 0.45 -1.19  -1.041
C 0.64 2.09 1.02  -0.701
F -0.69 -1.83 -2.72  -0.643
F -2.18 -2.07 -0.80  -0.651
Si -0.86 -1.32 -1.21  2.153
H 1.67 -0.57 1.54  0.209
H 1.37 -2.23 -0.17  0.245
H -0.18 -2.30 1.01  0.251
H -1.94 1.00 -0.82  0.260
H -0.50 0.99 -2.00  0.241
H 1.62 2.16 1.45  0.231
H -0.11 2.07 1.86  0.231
H 0.36 3.02 0.49  0.240

# C5H8F3N2

A 2-piece molecular cluster, C5H8F3N2 overall in a non-equilibrium geometry (wB97M-V/def2-TZVPD, the OMol25 dataset).

Computed properties:
LUMO (alpha / beta)	-3.92 / -5.72	eV
total charge	+1
spin multiplicity	3
frontier orbital gap (alpha / beta)	7.05 / 10.57	eV
max |F|	4.6	eV/Å

Last column: Mulliken spin population.
Atoms and positions in Å:
C -1.32 1.44 0.56  0.110
C 0.68 1.04 -0.43  -0.026
C -0.08 -0.18 -0.31  0.661
C 1.03 -1.34 1.56  0.854
C -0.01 -1.28 -1.38  0.010
N -0.18 2.01 0.24  0.107
N -1.37 0.18 0.12  0.009
F 1.48 -0.26 2.11  0.077
F -0.10 -0.68 -2.64  0.025
F -1.06 -2.12 -1.35  0.001
H -2.22 2.03 0.93  0.005
H 1.70 0.89 -0.08  0.045
H 0.80 1.33 -1.60  0.088
H 1.68 -1.92 0.86  0.017
H 0.32 -1.89 2.02  0.016
H 0.86 -1.94 -1.21  0.004
H -0.07 3.05 0.31  -0.007
H -2.15 -0.37 0.29  0.005